Entry 1:
C3H5NO2 | ωB97M-V with the def2-TZVPD basis set

Summary:
ΔE to the lowest compared entry with this formula, charge and spin in kcal per mole: 98.2
Kohn-Sham gap (alpha / beta) in eV: 7.992 / 7.916
E_tot in Ha: -322.4178

Structure (XYZ):
```
11
C3H5NO2 | the OMol25 dataset | ωB97M-V with the def2-TZVPD basis set
C 1.69602 -0.36201 -1.03039
N 1.23655 -0.32885 0.25287
C 0.03678 -0.11066 0.73672
O -0.98425 0.02965 -0.19261
C -2.19973 0.40928 0.25532
O -2.48615 0.66583 1.39490
H 2.68314 -0.79373 -1.14804
H 2.07805 0.27750 0.41638
H 1.01629 -0.30466 -1.85936
H -0.18628 0.07310 1.77386
H -2.89043 0.44454 -0.59965
```


Entry 2:
C39H39Cl2I2N6OPRu | ωB97M-V with the def2-TZVPD basis set

Summary:
ΔE to the lowest compared entry with this formula, charge and spin in kcal per mole: 1.2
Total charge: -1
Kohn-Sham gap (alpha / beta) in eV: 3.902 / 6.039
Expectation value of S²: 8.8248
E_tot in Ha: -3865.3222
Spin multiplicity: 6

Structure (XYZ):
```
91
C39H39Cl2I2N6OPRu | the OMol25 dataset | ωB97M-V with the def2-TZVPD basis set
Ru -0.52408 0.59411 0.70366
I -4.76514 2.06234 3.90421
C -4.74009 0.58028 2.43542
C -5.92114 -0.05500 2.06045
C -5.91036 -1.03187 1.09420
I -7.74214 -1.94269 0.59956
C -4.70962 -1.40319 0.45024
C -4.60876 -2.38988 -0.55248
C -3.39895 -2.66661 -1.10696
C -2.26763 -1.95378 -0.67778
N -2.31376 -1.02878 0.24369
C -3.50252 -0.74300 0.82745
C -3.47761 0.27476 1.87523
O -2.40277 0.80957 2.24025
H -6.85149 0.22213 2.53757
H -5.49697 -2.91749 -0.87630
H -3.29954 -3.41940 -1.87942
H -1.29676 -2.14481 -1.11444
C -3.03255 1.84488 -2.73332
C -3.42464 3.17370 -2.33507
C -2.89196 3.68953 -1.17978
C -1.99671 2.95076 -0.39405
N -1.67107 1.62335 -0.76309
C -2.19067 1.14788 -1.92251
C -1.32073 3.42600 0.77775
C -1.41863 4.74266 1.26799
C -0.74728 5.12282 2.41711
C 0.04515 4.21024 3.10989
C 0.16314 2.90727 2.62658
C -0.48909 2.50581 1.47182
H -3.40919 1.38577 -3.63863
H -4.12898 3.74722 -2.92560
H -3.16936 4.68541 -0.85348
H -1.90455 0.13984 -2.19333
H -2.03136 5.47109 0.74907
H -0.84392 6.14060 2.77959
H 0.56238 4.50336 4.01775
H 0.77897 2.19756 3.16682
Cl 3.25115 0.45880 3.19799
C 2.04746 -0.56247 3.92505
C 2.37263 -1.17851 5.11398
C 1.47661 -2.05352 5.71190
C 0.26714 -2.31650 5.08236
C -0.05889 -1.69301 3.89586
Cl -1.54727 -2.13651 3.13787
C 0.79282 -0.73191 3.24739
N 0.49082 -0.09208 2.11955
H 3.33435 -0.97658 5.56645
H 1.72250 -2.53479 6.65004
H -0.43674 -3.01880 5.51122
C 1.06192 -3.51815 -3.33579
N 0.93349 -2.36600 -2.46796
C 0.49346 -1.14444 -3.12277
C 1.13677 -2.39209 -1.11047
N 0.79287 -1.41299 -0.35772
N 1.76229 -3.56242 -0.62186
C 1.54724 -3.80419 0.79810
C 3.17277 -3.65083 -0.99055
H 0.16065 -3.61531 -3.94780
H 1.18435 -4.42137 -2.74778
H 1.91490 -3.41099 -4.01523
H -0.47399 -1.30245 -3.60919
H 1.21709 -0.83653 -3.88278
H 0.39431 -0.35145 -2.38983
H 1.07380 -1.57263 0.59879
H 2.11618 -3.11980 1.44616
H 1.86584 -4.82164 1.02604
H 0.49064 -3.70291 1.04128
H 3.78711 -2.94803 -0.40953
H 3.30461 -3.42024 -2.04766
H 3.53690 -4.66329 -0.80595
C 2.61453 2.86637 0.14237
P 1.60930 1.73489 -0.90171
C 0.91528 2.96757 -2.06728
C 2.95862 0.98411 -1.89531
C 3.86625 0.15725 -1.22358
C 4.86270 -0.51994 -1.91115
C 4.96225 -0.39882 -3.29351
C 4.06103 0.40867 -3.97234
C 3.06600 1.09186 -3.27847
H 3.06460 2.31585 0.96112
H 1.95120 3.61642 0.57025
H 3.39161 3.34732 -0.45579
H 1.70753 3.57290 -2.51669
H 0.32408 2.48200 -2.84650
H 0.24143 3.60834 -1.49754
H 3.77632 0.03783 -0.14563
H 5.55800 -1.15356 -1.37126
H 5.73884 -0.92572 -3.83506
H 4.12945 0.50793 -5.05007
H 2.36558 1.70984 -3.82909
```


Entry 3:
C4H12AsCl2F6NOTi | ωB97M-V with the def2-TZVPD basis set

Summary:
Kohn-Sham gap (alpha / beta) in eV: 4.809 / 3.831
Expectation value of S²: 6.0038
E_tot in Ha: -4894.3472
Spin multiplicity: 5

Structure (XYZ):
```
28
C4H12AsCl2F6NOTi | the OMol25 dataset | ωB97M-V with the def2-TZVPD basis set
Ti -0.77854 -9.63656 -13.13248
Cl 1.68908 -8.63620 -13.87442
Cl -2.34225 -11.75085 -14.10448
C -1.09172 -4.80401 -16.04747
C -1.53016 -5.69799 -14.83914
C -1.89413 -7.17014 -15.32879
O -2.13561 -7.99239 -14.19995
C -3.44871 -7.82499 -13.56841
N -0.42828 -5.75423 -13.74495
H -0.72628 -6.39045 -13.01932
H 0.48854 -5.99582 -14.09302
H -0.31687 -4.87741 -13.25619
H -0.56194 -5.39804 -16.79216
H -0.56475 -3.85649 -15.93521
H -2.03993 -4.51110 -16.49824
H -2.44147 -5.35090 -14.35219
H -1.20508 -7.66997 -16.00957
H -2.85120 -7.12581 -15.84854
H -3.45047 -6.83857 -13.10465
H -3.64838 -8.55497 -12.78398
H -4.31624 -7.78103 -14.22685
As 1.28716 -12.06596 -10.85653
F 2.69568 -11.04142 -11.31173
F 0.23120 -10.81414 -11.60521
F -0.05746 -13.05647 -10.26226
F 2.49662 -13.22596 -10.11840
F 1.20165 -11.15949 -9.31862
F 1.34857 -12.84320 -12.47911
```